Here is a cluster of 9 separate species, C48H116N8O9 in total at a distorted geometry from the OMol25 dataset. Energies are from ωB97M-V with the def2-TZVPD basis set.

CARTESIAN COORDINATES (ANGSTROEM)
O -4.77 -2.76 -2.69
H 3.48 -3.47 -5.93
H -0.87 4.19 -2.52
H 3.16 -6.47 1.40
C -4.36 0.54 1.44
H -6.05 -0.27 -3.55
H -3.50 2.10 -6.06
C 6.74 -4.05 1.22
H 4.99 -4.70 -0.70
H -0.33 1.23 -3.28
N 2.78 -0.91 1.03
N 4.21 -1.20 -4.56
H -2.84 -2.19 -2.28
H -1.54 1.37 -2.06
C -1.00 6.02 4.03
N -2.43 -2.84 1.89
H -0.63 2.16 2.75
C 0.34 4.98 0.44
H -1.63 6.71 0.74
H 2.04 -2.84 2.64
H 4.06 -4.42 5.51
H -1.15 2.87 0.09
C -2.63 -2.73 3.33
H -4.10 2.60 4.34
C -3.50 -3.05 -2.16
H -1.58 3.38 4.91
H 4.18 -6.22 4.25
H 4.68 0.24 2.34
O -1.51 -1.59 5.35
C -0.63 2.40 -6.16
H -1.31 -0.86 3.47
C -0.89 3.92 -3.58
C 5.38 2.83 2.42
C -4.46 -1.28 -4.53
C 1.05 -3.50 -1.67
H 4.87 -1.93 -4.78
H 1.76 -3.22 -5.87
H -3.80 -4.48 3.58
O 4.89 -2.46 2.60
H 6.11 2.36 3.08
H -6.67 0.99 2.39
C 3.93 -6.54 2.17
H 0.83 1.02 -6.99
H -0.50 -2.42 3.68
H -6.01 0.39 3.74
N 4.69 -3.82 2.69
H -1.67 1.84 -7.99
C 4.10 0.98 1.79
H 2.74 -1.81 -2.37
C 2.72 -2.71 -5.82
H 0.88 4.05 0.27
H 1.23 4.54 -3.93
C -3.20 3.01 -3.40
H 3.25 -0.75 0.16
H -1.33 4.80 -4.06
H -3.30 0.68 1.21
H 0.47 0.77 -5.16
H 0.32 4.42 -6.37
C -1.63 6.04 1.60
H -2.37 4.05 -0.25
H -5.27 0.78 -4.63
C 3.45 -4.29 3.38
H 2.21 1.13 0.91
C -0.60 -0.23 -0.01
H -1.67 -3.49 1.72
O -2.85 1.50 -5.70
H 3.35 -1.56 1.55
C 5.24 -4.47 1.48
C -1.75 3.65 0.56
H -1.62 -0.51 -0.26
C 2.64 -2.51 -3.20
C -0.92 4.69 1.36
N -6.03 1.20 3.14
H -4.99 2.54 1.96
H -3.54 -2.15 3.47
H 2.11 -4.15 1.60
H 2.43 -3.65 5.27
H -4.25 -3.47 -4.65
C 1.37 5.22 3.81
H 1.88 1.20 3.46
H 7.08 -4.41 0.25
C 2.17 -3.93 2.66
O -5.20 0.83 0.34
H 3.82 -2.77 5.02
C 0.38 3.54 -5.74
H 2.19 -0.92 -4.75
O 4.14 2.24 2.42
H -3.73 -0.93 -3.80
H 3.45 -3.23 -3.11
H -2.71 5.96 1.72
O 0.08 2.78 2.55
H 2.55 -6.24 3.70
H -3.62 -3.31 -1.10
H -1.96 0.58 -3.51
H 0.99 2.83 -3.94
O 1.44 -3.20 -3.06
C -4.82 1.63 2.54
H -6.28 -0.49 -5.35
H 5.38 3.86 2.78
H 1.58 5.84 2.94
H 5.63 -6.57 0.83
H -3.58 -0.42 -5.98
H -5.41 0.29 -1.69
C -5.59 -0.26 -4.54
H 1.03 5.65 0.96
H -3.59 0.92 4.25
H -3.04 3.20 -2.34
H -1.68 3.58 -7.66
H -2.80 -4.14 4.93
H 4.08 -7.58 2.43
H -0.57 6.65 4.81
C 1.86 0.25 2.92
H -1.90 -2.01 1.65
H 4.22 -0.54 -5.33
H 0.02 2.92 5.09
H 1.06 -2.60 -1.07
H 0.57 -1.89 5.96
C -2.80 -4.14 3.84
C 2.63 0.44 1.64
C 5.29 -6.03 1.71
H 5.49 -2.31 3.34
C 3.44 -3.78 4.88
H 0.06 -3.95 -1.56
C -0.15 4.75 3.85
H 0.81 -0.01 2.84
H 0.17 5.42 -0.54
H 1.72 -4.26 -1.27
H -2.84 2.24 3.24
H -2.54 3.23 1.18
H -3.04 -3.88 -2.69
C 2.84 -1.78 -4.58
C -3.76 1.82 3.66
H -5.38 -1.05 -0.54
C -1.84 2.69 -3.92
H -2.01 5.73 4.32
H 1.66 5.69 4.75
H 1.31 -4.44 3.08
H -2.07 -4.78 3.35
H -3.83 2.12 -3.45
H -0.44 -1.12 7.02
C -1.06 6.88 2.72
H -0.29 2.73 -8.33
C 3.53 -5.84 3.46
H 3.47 -4.39 0.21
H 5.78 2.84 1.41
H 0.77 -1.09 1.03
C 4.53 -4.16 0.12
N -1.88 2.45 -5.32
H 2.36 -0.39 3.64
H 0.04 -0.22 -0.89
C -0.27 -1.20 5.94
H -0.61 0.30 -6.41
H -5.87 -2.88 -4.52
N -3.71 -1.40 -5.74
H -1.61 7.80 2.87
C -0.59 3.82 5.02
C -1.08 2.66 -7.59
H 2.76 -2.07 -6.70
C -1.41 -1.86 3.90
H -3.63 3.86 -3.92
H -0.58 4.39 5.95
H -4.35 -0.50 1.78
H 2.17 4.48 3.76
H -0.59 0.74 0.50
H 1.31 3.03 -6.00
H 4.61 1.00 0.83
C 0.53 3.77 -4.25
H 4.54 -3.07 0.01
C 0.13 1.06 -6.16
H -3.90 -0.12 -0.90
H -4.29 -1.64 -6.53
H -0.08 7.25 2.42
H 6.07 -6.19 2.46
H 6.85 -2.97 1.34
C -4.98 -0.06 -0.75
H 7.39 -4.38 2.03
C -4.86 -2.71 -4.15
C -1.39 1.44 -3.14
H 0.14 -0.31 5.47
O -0.16 -1.24 0.85
N -0.61 4.03 2.67

Output
- DFT total energy: -3013.3136 hartree
- Gap between HOMO and LUMO: 8.79 eV
- Relative energy (zero: lowest compared OMol25 entry of this formula, charge and spin): 7.7 kcal per mole

Atomic partial charges in e from the Löwdin method, atoms 1 to 99:
1 O -0.2076
2 H 0.0725
3 H 0.0929
4 H 0.1110
5 C -0.1878
6 H 0.0622
7 H 0.1120
8 C -0.0375
9 H 0.0880
10 H 0.0645
11 N 0.0495
12 N 0.0194
13 H 0.0691
14 H 0.0627
15 C -0.1315
16 N 0.0406
17 H 0.0740
18 C -0.0229
19 H 0.1159
20 H 0.0602
21 H 0.0769
22 H 0.0579
23 C -0.4206
24 H 0.0759
25 C -0.1169
26 H 0.0651
27 H 0.1141
28 H 0.1135
29 O -0.1961
30 C -0.4666
31 H 0.1008
32 C -0.0779
33 C -0.1397
34 C -0.4619
35 C -0.0440
36 H 0.0610
37 H 0.0716
38 H 0.0796
39 O -0.0451
40 H 0.0857
41 H 0.0698
42 C -0.1829
43 H 0.0898
44 H 0.1058
45 H 0.0753
46 N -0.1004
47 H 0.0788
48 C -0.1891
49 H 0.1042
50 C -0.0648
51 H 0.0717
52 H 0.1091
53 C -0.0339
54 H 0.0738
55 H 0.1118
56 H 0.0923
57 H 0.0604
58 H 0.1145
59 C -0.1470
60 H 0.0732
61 H 0.0547
62 C -0.4453
63 H 0.1405
64 C -0.1463
65 H 0.0600
66 O -0.0339
67 H 0.0334
68 C -0.4627
69 C -0.0292
70 H 0.0656
71 C -0.2185
72 C -0.4225
73 N 0.0264
74 H 0.1328
75 H 0.1191
76 H 0.0672
77 H 0.0703
78 H 0.1164
79 C -0.0013
80 H 0.0714
81 H 0.0850
82 C -0.0340
83 O -0.1883
84 H 0.0659
85 C -0.1302
86 H 0.1130
87 O -0.1702
88 H 0.1091
89 H 0.1169
90 H 0.1172
91 O -0.0245
92 H 0.1180
93 H 0.0845
94 H 0.0784
95 H 0.0917
96 O -0.1879
97 C -0.4021
98 H 0.0820
99 H 0.0875

=====

Here is a cluster of 2 separate species, C3H8ClP in total at a distorted geometry from the OMol25 dataset. Energies are from ωB97M-V with the def2-TZVPD basis set.

CARTESIAN COORDINATES (ANGSTROEM)
H -0.33 0.47 -2.11
C 0.33 -1.09 1.33
H -0.58 -1.56 1.16
H 1.11 -0.88 -1.96
P 0.56 0.36 0.14
H -0.15 3.04 -0.22
C -1.02 2.41 -0.05
H 0.15 -0.68 2.24
Cl 2.67 0.41 0.00
H -1.11 2.75 1.10
H 1.14 -1.86 1.12
H -0.74 -1.13 -1.34
C 0.15 -0.44 -1.50

Output
- DFT total energy: -920.4904 hartree
- Gap between HOMO and LUMO: 8.68 eV
- Relative energy (zero: lowest compared OMol25 entry of this formula, charge and spin): 88.3 kcal per mole

Listed below, in e, are the natural (NBO) charges computed for each atom:
1 H 0.2703
2 C -0.9188
3 H 0.2330
4 H 0.2567
5 P 0.9950
6 H 0.1002
7 C -0.4837
8 H 0.2341
9 Cl -0.3090
10 H 0.1143
11 H 0.2484
12 H 0.2478
13 C -0.9885

=====

Here is a structure of composition C28H37BCl4N7OSiTa at a distorted geometry from the OMol25 dataset. Energies are from ωB97M-V with the def2-TZVPD basis set.

CARTESIAN COORDINATES (ANGSTROEM)
N -0.56 2.22 1.59
C -0.03 -1.29 -5.68
C -1.31 -3.23 1.14
C -1.24 3.97 0.42
H 2.96 2.79 -2.89
C 2.39 -4.30 -2.80
H 0.10 3.59 -2.26
Ta 0.02 -0.17 -0.27
H -0.36 -0.91 -6.64
N -0.07 -1.01 -3.30
H 4.17 -1.60 0.74
H -0.32 -3.55 0.82
C 1.07 -2.51 -1.90
N 1.84 0.39 1.33
H -2.20 -0.67 5.68
H -1.97 3.54 3.63
H -2.12 -2.70 3.94
C -1.05 3.46 1.71
C 3.27 1.91 -2.34
H -0.64 0.16 5.62
C -1.62 -1.95 3.35
C 2.58 1.27 3.22
C -0.84 2.98 -0.45
C -1.20 -2.06 2.04
Cl 1.75 1.04 -1.84
N -0.63 -0.88 1.68
H 4.79 -0.11 0.05
H -1.65 3.70 -2.26
H -1.77 -4.06 1.67
C 1.92 -3.57 -1.70
H -2.46 -2.76 -1.69
H -4.68 -0.20 0.44
H -1.81 5.09 2.81
H 3.81 2.14 -1.43
H -0.40 4.33 3.55
Cl 4.23 0.87 -3.37
C 0.77 -2.39 -5.59
N 1.49 1.07 2.45
C -3.27 1.15 -1.96
H -4.05 -2.10 -2.02
H -0.12 1.89 3.77
N -0.72 -0.02 2.74
H 4.68 0.68 2.90
H -3.55 -1.36 1.14
H -2.78 1.26 -2.93
H -4.33 0.97 -2.16
Cl 2.60 -4.90 -5.39
H -3.20 2.09 -1.41
H 1.10 -2.93 -6.46
C 2.02 -3.96 -4.07
H 2.09 2.97 4.43
C -2.98 -1.87 -2.03
C 3.88 -0.62 0.34
C -1.33 4.14 3.00
H -2.70 -1.70 -3.07
H 3.27 -0.80 -0.54
H 3.55 2.09 4.91
H -1.06 0.25 -4.56
N -0.42 1.90 0.26
Cl 2.43 -3.96 -0.10
H 1.96 1.42 5.26
Si -2.64 -0.34 -0.98
C 2.54 1.98 4.53
C 1.18 -2.84 -4.31
C -0.82 3.08 -1.94
H -1.90 -3.01 0.25
C -3.62 -0.39 0.64
H -2.07 0.94 4.96
C 3.66 0.70 2.57
C 0.71 -2.11 -3.21
H 3.05 -5.14 -2.63
H -0.89 2.12 -2.44
C 3.15 0.15 1.39
C -1.57 -0.02 5.08
O 0.56 -1.73 -0.92
B 0.01 1.34 2.73
H -3.27 0.37 1.35
C -0.43 -0.62 -4.50
H -1.62 4.94 0.17
C -1.31 -0.65 3.76

Output
- DFT total energy: -3759.5033 hartree
- Charge: +2
- Gap between HOMO and LUMO: 6.83 eV
- Relative energy (zero: lowest compared OMol25 entry of this formula, charge and spin): 22.9 kcal per mole

Listed below, in e, are the Löwdin charges computed for each atom:
1 N 0.0413
2 C -0.0066
3 C -0.0017
4 C 0.0545
5 H 0.0483
6 C -0.0879
7 H 0.0861
8 Ta 1.7014
9 H 0.1221
10 N 0.0703
11 H 0.0777
12 H 0.0563
13 C -0.3091
14 N -0.0139
15 H 0.0975
16 H 0.0926
17 H 0.1351
18 C -0.2288
19 C -0.8459
20 H 0.0968
21 C 0.0592
22 C -0.2390
23 C -0.3324
24 C -0.3135
25 Cl 0.6230
26 N -0.0744
27 H 0.0921
28 H 0.1018
29 H 0.1048
30 C -0.5592
31 H 0.0120
32 H 0.0458
33 H 0.0964
34 H 0.0468
35 H 0.0951
36 Cl 0.6275
37 C 0.0177
38 N 0.0223
39 C -0.2120
40 H 0.0482
41 H 0.1205
42 N 0.0483
43 H 0.1276
44 H 0.0234
45 H 0.0154
46 H 0.0522
47 Cl 0.7956
48 H 0.0239
49 H 0.1087
50 C -0.5803
51 H 0.0885
52 C -0.2127
53 C -0.0358
54 C 0.0103
55 H 0.0168
56 H 0.0223
57 H 0.0939
58 H 0.1163
59 N -0.1156
60 Cl 0.7966
61 H 0.0899
62 Si 0.4939
63 C 0.0041
64 C -0.1485
65 C -0.0626
66 H 0.0506
67 C -0.2048
68 H 0.0917
69 C 0.0455
70 C -0.1726
71 H 0.1224
72 H 0.0261
73 C -0.3156
74 C 0.0152
75 O -0.3251
76 B -0.5030
77 H 0.0234
78 C -0.1065
79 H 0.1344
80 C -0.2227

=====

Here is the molecule C16H17N5S at a distorted geometry from the OMol25 dataset. Energies are from ωB97M-V with the def2-TZVPD basis set.

CARTESIAN COORDINATES (ANGSTROEM)
C -1.22 -2.98 -2.93
H 0.53 5.46 1.33
H -2.23 -2.62 -3.21
C -1.88 -1.23 -0.43
H 5.05 2.04 2.70
H 0.32 2.68 -0.74
C 1.11 2.60 0.06
C -0.37 -1.89 -2.36
C 1.04 3.38 1.17
C -2.78 -3.74 -0.94
H 4.00 0.65 3.23
S 1.34 -1.52 -2.77
H -4.32 -2.53 1.01
C -1.51 -4.07 -1.86
N 3.07 1.36 0.81
H -3.62 -3.75 -1.66
H -0.66 4.34 0.51
N 2.23 0.62 -1.16
C -0.01 4.42 1.36
N 0.04 -0.01 -1.04
C 2.12 1.55 -0.09
N -3.37 -0.55 1.10
H 3.14 0.19 -1.02
C -2.74 -2.31 -0.35
H -1.58 -5.04 -2.33
H 1.84 3.82 3.06
C -0.79 -1.15 -1.29
H -1.86 0.81 0.53
H -0.75 -3.37 -3.83
C 2.04 3.16 2.14
C -2.31 -0.15 0.40
H -2.93 -4.42 -0.20
C 4.03 1.72 2.97
H -0.58 4.27 2.27
C 3.05 2.14 1.92
H 3.71 2.25 3.89
H -0.69 -4.13 -1.20
C 1.19 -0.18 -1.62
N -3.65 -1.85 0.59

Output
- DFT total energy: -1291.8183 hartree
- Gap between HOMO and LUMO: 8.08 eV
- Relative energy (zero: lowest compared OMol25 entry of this formula, charge and spin): 41.6 kcal per mole

Listed below, in e, are the natural (NBO) charges computed for each atom:
1 C -0.4423
2 H 0.2271
3 H 0.2161
4 C -0.2158
5 H 0.2266
6 H 0.2264
7 C -0.2734
8 C -0.1983
9 C 0.0135
10 C -0.4244
11 H 0.2316
12 S 0.3206
13 H 0.4038
14 C -0.3726
15 N -0.4879
16 H 0.2162
17 H 0.2202
18 N -0.6220
19 C -0.6333
20 N -0.4993
21 C 0.4142
22 N -0.2436
23 H 0.4157
24 C 0.2014
25 H 0.2129
26 H 0.2180
27 C 0.1273
28 H 0.2318
29 H 0.2250
30 C -0.2832
31 C -0.0005
32 H 0.2189
33 C -0.6396
34 H 0.2285
35 C 0.2288
36 H 0.2101
37 H 0.2048
38 C 0.2731
39 N -0.3764

=====

Here is a structure of composition C5H14N2S at a distorted geometry from the OMol25 dataset. Energies are from ωB97M-V with the def2-TZVPD basis set.

CARTESIAN COORDINATES (ANGSTROEM)
H 2.57 0.34 2.60
H -0.34 0.64 -2.76
H -1.88 -2.15 -0.63
S -0.80 0.31 0.88
C 0.94 0.03 0.46
H 1.06 -0.22 -0.60
H -0.59 -1.90 -1.60
C -1.14 0.72 -2.05
H -1.72 2.07 -0.64
C -1.72 -0.24 -1.24
H -2.67 0.00 -0.78
C 1.91 -0.52 2.69
H 1.48 0.96 0.63
C 1.60 -1.08 1.31
H 0.99 -0.19 3.17
N -1.53 -1.60 -1.40
N -1.43 2.13 -1.64
H 0.96 -1.96 1.32
H -2.09 2.56 -2.27
H 2.55 -1.34 0.82
H 2.39 -1.25 3.35
H -0.56 2.67 -1.61

Output
- DFT total energy: -706.2789 hartree
- Charge: +1
- Gap between HOMO and LUMO (alpha / beta): 9.53 / 6.78 eV
- Relative energy (zero: lowest compared OMol25 entry of this formula, charge and spin): 20.4 kcal per mole
- 2S+1: 2

Listed below, in e, are the natural (NBO) charges computed for each atom:
1 H 0.2081
2 H 0.2346
3 H 0.4060
4 S 0.0583
5 C -0.5682
6 H 0.2194
7 H 0.3887
8 C -0.1336
9 H 0.4629
10 C -0.0133
11 H 0.2414
12 C -0.6093
13 H 0.2249
14 C -0.4033
15 H 0.2051
16 N -0.7674
17 N -0.7034
18 H 0.2090
19 H 0.4467
20 H 0.2163
21 H 0.2317
22 H 0.4453

=====

Here is a structure of composition C41H58AuCl2O6P2Sb2 at a distorted geometry from the OMol25 dataset. Energies are from ωB97M-V with the def2-TZVPD basis set.

CARTESIAN COORDINATES (ANGSTROEM)
H -2.33 3.24 1.84
H 0.26 -0.01 -1.19
C 4.30 1.88 -1.63
O -4.27 1.46 1.77
H -3.95 4.66 -2.62
H -4.28 -0.53 3.47
C 1.59 -3.56 -2.33
H -6.02 1.47 3.62
H 0.58 3.02 -5.10
H 3.04 -1.14 -1.24
C -5.38 0.43 1.87
Au -0.77 -1.48 0.48
C 5.35 2.74 -1.33
H 0.20 -8.33 -0.27
H -0.52 3.99 4.46
H -1.47 -0.09 -2.85
H 0.39 0.16 6.38
H -2.98 3.16 -2.87
O -0.89 1.39 3.47
C 3.00 -4.60 -4.03
H 3.12 -2.62 1.43
C -6.44 1.09 2.67
H 3.72 -3.50 -0.04
C 5.63 1.01 -3.48
Cl -2.76 -2.55 -4.26
P -0.40 1.85 2.02
H -0.99 -1.28 3.04
C -0.57 1.44 -4.14
O 0.34 0.79 1.22
C -3.47 3.79 -2.12
H 0.26 -6.09 -1.22
H -0.94 5.18 3.18
H 1.80 6.21 2.44
H 7.30 3.50 -1.82
C 1.29 -3.03 -4.67
C 6.53 2.77 -2.08
H 7.63 1.85 -3.70
C -5.06 3.90 -0.18
H -5.43 3.36 0.69
H -1.52 3.06 0.31
C 1.36 -6.63 2.47
H 5.73 0.29 -4.27
C 3.55 -1.32 -0.28
C 0.97 -7.74 1.69
C 3.34 -0.08 0.63
C -1.87 2.50 1.18
H 1.70 -6.72 3.50
H 0.77 -2.42 -5.40
H 4.63 -1.34 -0.52
C 6.70 1.86 -3.15
H -0.51 -1.78 4.71
H 2.32 3.08 -3.37
O -2.64 -0.12 0.44
C 4.45 1.05 -2.74
C 3.11 -2.65 0.33
C -4.83 -0.81 2.55
H -2.69 4.25 -1.49
H -4.17 -1.36 1.86
H 2.53 -4.07 -6.09
H 3.62 0.39 -3.03
H 3.85 -5.24 -4.26
H 0.78 5.48 1.13
O 0.60 3.07 2.11
C 1.04 4.24 2.91
H -5.90 4.48 -0.58
C -0.16 0.85 5.71
C -0.16 0.29 4.30
C 2.61 -4.43 -2.69
H 3.17 -4.98 -1.92
C -0.96 -0.97 4.12
Sb 1.03 -3.09 -0.21
C 0.94 -2.83 -3.32
C 1.54 5.27 1.92
C 0.58 -7.53 0.35
H -5.25 2.55 -1.88
H -3.99 -2.44 -2.23
H 2.58 -0.25 1.39
H -7.28 0.40 2.88
C 2.32 -3.92 -5.04
P -3.15 1.30 0.65
C 1.36 -5.34 1.90
H -4.33 4.66 0.20
C -3.44 -3.23 -2.72
O -3.70 1.84 -0.72
C 0.57 -6.23 -0.19
H 2.47 4.92 1.41
H 4.30 0.23 1.10
Cl -2.21 -3.81 -1.53
C 1.45 1.51 -2.16
C -4.46 3.03 -1.26
C 0.38 0.64 -2.06
H -1.34 1.40 -4.91
H -1.98 -0.80 4.47
H -5.68 0.20 0.83
C -0.11 4.75 3.78
H -4.05 -4.10 -2.95
C -0.63 0.60 -3.02
C 0.51 2.34 -4.25
H 1.88 3.86 3.51
H 0.33 1.84 5.75
H 0.15 -2.11 -3.08
H -1.19 0.94 6.09
H 5.22 3.46 -0.50
H 0.96 -8.75 2.10
H -6.89 1.95 2.13
Sb 2.65 1.81 -0.33
H 0.30 5.59 4.39
H 0.84 0.25 3.86
H -5.69 -1.47 2.82
C 0.97 -5.13 0.59
C 1.51 2.37 -3.27
H 1.67 -4.47 2.48

Output
- DFT total energy: -4266.9348 hartree
- Charge: +3
- Gap between HOMO and LUMO (alpha / beta): 7.90 / 3.67 eV
- 2S+1: 3

Atomic partial charges in e from the Löwdin method, atoms 1 to 99:
1 H 0.0881
2 H 0.0109
3 C -0.4397
4 O -0.2056
5 H 0.1080
6 H 0.0920
7 C -0.2803
8 H 0.1050
9 H 0.1213
10 H 0.0605
11 C -0.4128
12 Au 0.4939
13 C -0.1343
14 H 0.1144
15 H 0.0805
16 H 0.0908
17 H 0.1046
18 H 0.0766
19 O -0.2110
20 C 0.0355
21 H 0.0719
22 C -0.0500
23 H 0.0720
24 C -0.0525
25 Cl 0.5039
26 P 0.4759
27 H 0.0447
28 C -0.0443
29 O -0.4435
30 C -0.0468
31 H 0.0853
32 H 0.0965
33 H 0.1078
34 H 0.1204
35 C 0.0722
36 C -0.0420
37 H 0.1185
38 C -0.0436
39 H 0.0658
40 H 0.0844
41 C -0.0432
42 H 0.1052
43 C -0.3478
44 C -0.0355
45 C -0.2785
46 C -0.1975
47 H 0.1167
48 H 0.1377
49 H 0.1242
50 C -0.0271
51 H 0.0996
52 H 0.1114
53 O -0.3876
54 C -0.1396
55 C -0.3251
56 C -0.0505
57 H 0.0801
58 H 0.0642
59 H 0.1314
60 H 0.0901
61 H 0.1431
62 H 0.1010
63 O -0.2504
64 C -0.3930
65 H 0.1069
66 C -0.0321
67 C -0.3550
68 C 0.0060
69 H 0.1373
70 C -0.0406
71 Sb 1.4265
72 C -0.0625
73 C -0.0489
74 C -0.0528
75 H 0.1594
76 H 0.0270
77 H 0.0227
78 H 0.1125
79 C 0.0257
80 P 0.5085
81 C -0.1387
82 H 0.0987
83 C -0.8909
84 O -0.1988
85 C -0.1415
86 H 0.0680
87 H 0.0812
88 Cl 0.4714
89 C -0.3521
90 C -0.3558
91 C -0.1812
92 H 0.1175
93 H 0.0890
94 H 0.1522
95 C -0.0399
96 H 0.0370
97 C -0.0928
98 C -0.0373
99 H 0.1503